No. 1
Below is C6H12FO6Rb2 as an isolated structure, with properties calculated with ωB97M-V/def2-TZVPD.

The expectation value of S² is 0.76. The calculation puts the HOMO-LUMO gap (spin up / spin down) at 8.884 / 3.226 eV. Its net charge is +2. Its LUMO energy (spin up / spin down) is -6.6087 / -12.2663 eV. Its multiplicity is 2.

The geometry in XYZ format:
```
27
Properties=species:S:1:pos:R:3:mulliken_charge:R:1
Rb 4.08 -4.60 1.85 0.997
Rb -0.01 -2.89 1.25 0.976
F 2.86 -2.47 0.63 -0.952
C 1.83 -1.60 -2.42 -0.552
O 0.52 -1.04 -2.71 -0.303
C -0.56 -1.60 -2.25 0.871
O -0.66 -2.67 -1.62 -0.673
O -1.59 -0.80 -2.48 -0.319
C -2.89 -1.16 -1.95 -0.628
H 2.09 -1.83 -1.39 0.218
H 2.58 -0.98 -2.90 0.234
H 1.85 -2.60 -2.84 0.317
H -3.66 -0.66 -2.53 0.272
H -3.06 -0.82 -0.93 0.244
H -3.08 -2.22 -2.12 0.313
C -1.82 3.65 2.71 -0.688
O -1.25 2.72 1.85 -0.170
C 0.04 2.47 1.85 0.804
O 0.90 3.25 2.36 -0.078
O 0.28 1.44 1.02 -0.067
C 1.61 0.85 0.99 -0.647
H -1.35 4.62 2.54 0.364
H -1.63 3.29 3.72 0.363
H -2.87 3.68 2.42 0.236
H 1.67 0.10 0.20 0.116
H 1.73 0.20 1.86 0.372
H 2.37 1.63 0.90 0.379
```

No. 2
Below is C35H96F10N13O31S10 as an isolated structure, with properties calculated with ωB97M-V/def2-TZVPD.

The calculation puts the HOMO-LUMO gap at 8.750 eV. Its net charge is +3. Its LUMO energy is -4.9982 eV.

The geometry in XYZ format:
```
195
Properties=species:S:1:pos:R:3:mulliken_charge:R:1
C 6.58 4.12 -4.07 -1.577
C 5.62 3.14 -3.41 0.219
C 4.80 3.76 -2.32 -0.136
O 5.56 4.05 -1.21 -0.482
C 4.81 4.85 -0.33 -0.519
N 4.74 2.78 -4.61 0.011
H 4.28 1.82 -4.51 0.159
H 3.96 3.50 -4.70 0.513
H 5.36 2.77 -5.46 0.461
H 7.32 4.42 -3.34 0.434
H 6.04 4.96 -4.56 0.357
H 7.21 3.50 -4.80 0.455
H 6.06 2.26 -2.98 0.291
H 3.98 3.07 -2.03 -0.290
H 4.31 4.69 -2.63 0.583
H 3.85 4.36 -0.05 0.045
H 4.51 5.79 -0.81 0.297
H 5.40 5.09 0.53 0.383
C 1.53 2.69 16.35 -1.391
C 2.30 1.45 15.99 0.213
C 2.40 1.35 14.49 -0.612
O 3.23 2.36 14.01 -0.392
C 3.27 2.53 12.59 -0.766
N 3.73 1.51 16.56 -0.294
H 4.12 0.57 16.73 0.361
H 4.25 1.99 15.80 0.369
H 3.80 2.05 17.44 0.356
H 0.59 2.67 15.84 0.407
H 2.05 3.55 16.01 0.420
H 1.38 2.74 17.46 0.368
H 1.84 0.52 16.41 0.300
H 1.36 1.49 14.05 0.381
H 2.72 0.31 14.19 0.390
H 3.50 1.55 12.09 0.312
H 4.08 3.25 12.42 0.259
H 2.36 2.97 12.27 0.319
C 3.34 -7.13 -0.70 -1.339
C 2.25 -8.13 -0.88 0.759
O 1.82 -8.65 -1.88 -0.445
N 1.45 -8.16 0.38 -0.076
H 2.15 -8.45 1.13 0.432
H 0.97 -7.21 0.53 0.466
C 0.41 -9.29 0.24 -0.833
H 4.16 -7.61 -0.14 0.371
H 2.99 -6.22 -0.22 0.412
H 3.63 -6.85 -1.64 0.402
H 0.10 -9.46 1.32 0.389
H 0.89 -10.22 -0.14 0.379
H -0.49 -9.02 -0.31 0.242
C -4.89 -6.03 -7.35 -1.072
C -3.59 -6.13 -8.21 0.679
O -3.47 -6.53 -9.30 -0.403
N -2.39 -5.55 -7.44 0.407
H -2.56 -4.51 -7.40 0.044
H -2.27 -5.90 -6.50 0.356
C -1.10 -5.92 -8.01 -0.874
H -5.27 -5.04 -7.56 0.324
H -4.71 -6.16 -6.31 0.302
H -5.60 -6.60 -7.89 0.406
H -1.06 -5.66 -9.03 0.366
H -1.01 -6.99 -7.77 0.432
H -0.36 -5.46 -7.37 0.231
C 1.66 -2.22 -7.06 -0.545
C 2.19 -2.04 -5.65 0.571
O 3.27 -2.08 -5.19 -0.457
N 1.06 -1.79 -4.64 2.392
H 0.27 -2.40 -4.78 -0.836
H 1.46 -2.03 -3.74 -0.070
C 0.64 -0.31 -4.62 -0.650
H 2.45 -2.90 -7.50 0.398
H 1.50 -1.25 -7.49 0.263
H 0.75 -2.77 -7.03 -0.184
H 1.59 0.18 -4.52 0.172
H -0.02 -0.22 -3.68 0.351
H 0.09 -0.08 -5.54 0.123
C -2.09 7.92 0.76 -0.660
O -1.03 8.82 1.22 -0.366
C -0.51 8.56 2.50 -0.352
C 0.16 9.74 2.99 -0.653
N 1.14 10.31 1.94 -0.186
H 0.57 10.53 1.11 0.444
H 1.39 11.25 2.34 0.408
C 2.48 9.59 1.65 -0.411
C 3.45 9.96 2.73 -0.561
O 2.84 9.74 3.99 -0.230
C 3.58 10.16 5.14 -0.832
H -1.77 6.84 0.75 0.131
H -2.27 8.15 -0.30 0.266
H -3.06 8.13 1.25 0.365
H 0.13 7.67 2.40 0.268
H -1.33 8.27 3.25 0.410
H 0.70 9.49 3.86 0.272
H -0.55 10.50 3.26 0.475
H 2.75 9.93 0.65 0.378
H 2.24 8.54 1.58 0.132
H 3.66 11.04 2.46 0.351
H 4.37 9.37 2.62 0.429
H 4.63 9.90 5.19 0.339
H 3.12 9.64 5.99 0.249
H 3.47 11.24 5.37 0.329
C -6.57 -0.05 0.41 -0.815
O -6.21 -1.40 0.19 -0.221
C -6.87 -2.11 -0.76 -0.896
C -5.97 -3.23 -1.23 -0.176
N -5.44 -4.05 -0.12 0.399
H -4.65 -4.62 -0.42 0.117
H -5.07 -3.49 0.65 0.302
C -6.36 -5.06 0.60 -0.734
C -6.66 -6.25 -0.33 -0.171
O -7.30 -7.22 0.46 -0.381
C -7.77 -8.34 -0.29 -0.733
H -5.83 0.30 1.13 0.237
H -7.66 0.10 0.76 0.241
H -6.45 0.37 -0.57 0.375
H -7.05 -1.41 -1.64 0.463
H -7.91 -2.41 -0.54 0.392
H -5.05 -2.73 -1.60 0.067
H -6.36 -3.85 -2.07 0.406
H -7.26 -4.58 0.96 0.363
H -5.72 -5.27 1.41 0.291
H -5.71 -6.71 -0.67 0.307
H -7.21 -5.89 -1.20 0.367
H -8.01 -9.03 0.45 0.312
H -7.03 -8.73 -1.00 0.302
H -8.73 -8.14 -0.88 0.266
C 1.87 2.32 3.68 -0.715
O 0.68 1.64 3.23 -0.367
C 0.73 0.37 2.67 -0.817
C 1.05 0.36 1.13 -0.077
N 0.28 1.44 0.40 1.334
H 0.67 2.36 0.57 0.349
H 0.56 1.38 -0.58 -0.759
C -1.17 1.35 0.51 -0.814
C -1.64 0.41 -0.67 -1.026
O -1.13 0.87 -1.88 0.812
C -1.90 1.96 -2.46 -1.222
H 1.58 3.07 4.40 0.263
H 2.48 2.77 2.92 0.250
H 2.54 1.60 4.12 0.354
H -0.28 -0.05 2.78 0.175
H 1.37 -0.37 3.28 0.429
H 0.74 -0.57 0.71 0.185
H 2.13 0.59 0.94 0.380
H -1.52 2.37 0.54 0.495
H -1.41 0.79 1.40 0.358
H -2.65 0.25 -0.71 0.847
H -1.28 -0.62 -0.49 0.084
H -2.88 1.52 -2.78 0.295
H -1.37 2.32 -3.34 0.256
H -2.11 2.80 -1.81 0.273
N -1.43 -5.25 -3.87 -0.366
S -2.70 -4.33 -3.64 0.539
O -2.32 -3.05 -3.11 -0.282
O -3.65 -5.12 -2.99 -0.400
F -3.35 -4.15 -5.12 -0.224
S 0.10 -4.98 -3.87 0.793
O 0.61 -4.02 -2.93 -0.491
O 0.69 -4.94 -5.25 -0.710
F 0.61 -6.36 -3.36 -0.193
N 3.02 -1.32 -2.04 0.105
S 3.86 -0.08 -2.35 0.825
O 4.03 0.69 -1.20 -0.597
O 3.41 0.64 -3.51 -0.708
F 5.25 -0.54 -2.88 -0.325
S 3.20 -2.31 -0.84 0.976
O 1.99 -2.45 -0.07 -0.425
O 4.50 -2.31 -0.20 -0.634
F 3.25 -3.80 -1.69 -0.357
N 1.60 4.95 -1.88 -0.215
S 0.43 5.22 -0.85 0.592
O 0.88 6.13 0.16 -0.478
O -0.47 4.12 -0.57 -0.432
F -0.53 6.17 -1.79 -0.330
S 1.34 3.76 -2.88 0.671
O 1.14 2.48 -2.30 -0.047
O 2.24 3.85 -3.92 -0.809
F -0.11 4.13 -3.45 -0.324
N -1.28 -4.20 0.98 -0.023
S -2.15 -3.43 2.04 0.756
O -3.52 -3.82 2.08 -0.592
O -1.90 -2.03 1.93 -0.395
F -1.55 -3.86 3.49 -0.299
S -1.57 -5.73 0.82 0.940
O -0.41 -6.21 0.25 -0.778
O -2.81 -6.25 0.36 -0.532
F -1.49 -6.31 2.29 -0.345
N -1.31 -0.75 -7.34 -0.091
S -2.05 -1.94 -6.82 0.944
O -1.43 -2.40 -5.62 -0.571
O -2.48 -2.91 -7.82 -1.061
F -3.49 -1.50 -6.41 -0.328
S -1.39 -0.15 -8.84 1.009
O -1.07 -1.13 -9.80 -0.527
O -0.64 1.03 -8.65 -0.582
F -2.83 0.35 -9.06 -0.185
```

No. 3
Below is a 2-piece molecular cluster, C4H7NO2 overall, with properties calculated with ωB97M-V/def2-TZVPD.

The calculation puts the energy above the lowest of the compared OMol25 structures with the same formula, charge and spin at 5.578 eV. The calculation puts the HOMO-LUMO gap at 8.177 eV. Its LUMO energy is 0.7328 eV.

The geometry in XYZ format:
```
14
Properties=species:S:1:pos:R:3:mulliken_charge:R:1
N -2.29 -0.31 -0.25 -0.386
C -1.08 0.28 -0.12 0.796
O -0.55 0.28 1.05 -0.599
C -0.33 0.80 -1.19 -0.963
C 1.23 0.27 0.31 0.064
C 1.79 -0.83 1.08 -0.289
O 1.91 -0.69 -0.36 -0.370
H -2.66 -0.85 0.52 0.226
H -2.81 -0.25 -1.11 0.210
H -0.03 1.84 -1.07 0.210
H -0.59 0.52 -2.21 0.303
H 1.57 1.30 0.33 0.350
H 1.12 -1.62 1.41 0.200
H 2.73 -0.73 1.62 0.247
```

Calculated values (Eh) of calculated total energy for the records, taken in order: -834.68004; -9414.94643; -361.67589.